(1)
Density functional theory data (ωB97M-V/def2-TZVPD) for 2 unconnected molecules or ions with the total composition C3H7NO2P.

```
! wB97M-V def2-TZVPD RIJCOSX def2/J DEFGRID3
* xyz -1 1
C 1.03 0.70 0.35
C 3.33 0.91 -0.23
C -2.41 -1.68 -0.14
N 1.95 0.56 -0.47
O -3.20 0.77 -1.20
O -3.20 0.55 1.34
P -2.61 0.18 0.03
H 1.16 1.10 1.38
H 3.55 1.14 0.83
H 3.58 1.79 -0.83
H 3.97 0.08 -0.55
H -1.87 -2.06 0.72
H -3.41 -2.11 -0.16
H -1.88 -1.91 -1.06
*
```

Calculated total energy, eV: -18097.61416
Relative energy (zero: lowest compared OMol25 entry of this formula, charge and spin), kcal/mol: 92.1
Max |F|, eV/Å: 0.818
LUMO energy (spin up / spin down), eV: 3.74 / 3.13

(2)
Density functional theory data (ωB97M-V/def2-TZVPD) for 6 unconnected molecules or ions with the total composition C6H19NO6 at a distorted geometry.

```
! wB97M-V def2-TZVPD RIJCOSX def2/J DEFGRID3
* xyz -1 2
O -1.85 -1.93 -3.46
C -1.32 -1.41 -2.53
C -0.42 -2.24 -1.65
C -0.81 -2.10 -0.19
C -0.49 -0.78 0.27
C -1.39 0.12 0.73
N -0.94 1.39 1.24
C -0.43 1.43 2.39
H -1.46 -0.37 -2.27
H -0.52 -3.32 -1.83
H 0.59 -2.16 -1.87
H -0.01 -2.70 0.46
H -1.59 -2.69 0.05
H 0.63 -0.65 0.22
H -2.47 0.01 0.72
H -0.19 2.52 2.66
H -0.12 0.56 2.88
H 2.70 3.09 1.45
H 1.41 3.74 0.75
O 1.73 3.07 1.36
H 3.07 -1.83 1.26
H 3.24 -2.57 0.13
O 2.52 -2.13 0.56
H -0.21 2.49 -0.72
H -1.05 2.87 -2.02
O -0.22 2.87 -1.61
H -1.75 -1.09 3.86
H -1.41 -1.35 2.33
O -1.94 -1.57 3.12
H 1.28 1.64 -2.43
H 1.73 2.95 -2.67
O 1.68 2.12 -3.21
*
```

Calculated total energy, eV: -20301.04152
Relative energy (zero: lowest compared OMol25 entry of this formula, charge and spin), kcal/mol: 71.9
Max |F|, eV/Å: 6.143
Expectation value of S²: 0.750
LUMO energy (spin up / spin down), eV: 2.81 / 2.77

(3)
Density functional theory data (ωB97M-V/def2-TZVPD) for 8 unconnected molecules or ions with the total composition C28H69F3N4O11P at a distorted geometry.

```
! wB97M-V def2-TZVPD RIJCOSX def2/J DEFGRID3
* xyz 1 1
C 2.30 -5.36 1.55
O 0.94 -5.57 1.29
C 0.16 -4.40 1.29
C -1.25 -4.72 1.82
C -2.40 -4.28 0.88
C -3.36 -3.25 1.50
C -3.08 -1.79 1.13
C -1.57 -1.49 1.12
C -1.34 -0.03 0.75
C 0.15 0.44 0.83
N 1.00 -0.72 0.87
N 0.41 1.37 -0.32
P 0.43 0.64 -2.06
O -0.07 -0.88 -2.02
O -0.74 1.42 -2.85
C 1.67 2.18 -0.18
C 2.46 1.98 1.12
N 3.48 0.96 0.86
C 4.63 1.37 0.45
C 5.58 2.16 1.32
C 5.14 1.04 -0.92
O 1.72 1.68 2.28
C 0.38 1.23 2.14
C -0.49 2.51 2.21
C -0.11 3.43 3.37
N 0.95 4.38 2.95
C 0.13 0.35 3.38
C -1.26 0.45 4.05
C -1.56 -0.86 4.76
F -0.54 -1.68 5.09
C -2.82 -1.20 5.04
F -3.25 -2.43 5.31
F -3.80 -0.28 5.01
H 2.68 -6.22 2.11
H 2.91 -5.30 0.64
H 2.50 -4.49 2.18
H 0.59 -3.61 1.91
H 0.06 -4.05 0.25
H -1.39 -4.32 2.83
H -1.28 -5.80 1.91
H -2.98 -5.17 0.67
H -2.01 -3.95 -0.08
H -4.37 -3.50 1.16
H -3.38 -3.35 2.59
H -3.53 -1.53 0.17
H -3.52 -1.14 1.89
H -1.16 -2.06 0.30
H -1.13 -1.76 2.07
H -1.99 0.61 1.35
H -1.71 0.06 -0.27
H 1.73 -0.62 1.56
H 1.51 -0.91 0.01
H -0.37 2.03 -0.32
H -0.72 -1.07 -2.72
H -0.41 2.31 -3.07
H 1.41 3.23 -0.30
H 2.33 1.94 -1.01
H 2.99 2.92 1.31
H 6.46 1.53 1.42
H 5.12 2.36 2.28
H 5.90 3.08 0.83
H 6.22 1.12 -1.00
H 4.70 1.77 -1.60
H 4.82 0.05 -1.22
H -1.56 2.31 2.17
H -0.28 3.13 1.33
H 0.19 2.88 4.25
H -0.99 4.02 3.63
H 0.58 5.32 2.91
H 1.63 4.39 3.69
H 0.86 0.66 4.12
H 0.33 -0.70 3.19
H -1.21 1.21 4.83
H -2.09 0.65 3.39
C -3.49 -1.74 -4.64
O -2.89 -1.44 -3.37
H -2.75 -1.53 -5.41
H -3.77 -2.79 -4.68
H -4.37 -1.12 -4.80
H -3.54 -1.63 -2.69
C 0.20 5.55 -3.16
O 0.13 4.16 -2.83
H 0.91 5.67 -3.96
H -0.78 5.91 -3.49
H 0.53 6.13 -2.29
H -0.51 4.08 -2.11
C 1.84 8.40 2.89
O 0.51 8.00 2.56
H 2.51 7.60 2.59
H 2.11 9.31 2.36
H 1.94 8.56 3.97
H -0.08 8.71 2.83
C 1.00 3.11 -6.15
O 0.85 1.75 -5.77
H 1.72 3.16 -6.96
H 0.05 3.53 -6.49
H 1.37 3.71 -5.31
H 0.21 1.71 -5.06
C -5.78 -1.40 -7.73
O -6.32 -1.74 -6.46
H -5.15 -0.52 -7.61
H -5.17 -2.22 -8.13
H -6.58 -1.17 -8.44
H -6.87 -2.52 -6.58
C 1.29 -6.12 5.03
O 2.23 -7.14 4.71
H 1.64 -5.19 4.58
H 0.31 -6.36 4.62
H 1.22 -5.99 6.11
H 1.91 -7.96 5.10
C 1.80 -2.99 -5.11
O 1.98 -2.66 -3.74
H 2.74 -3.38 -5.49
H 1.03 -3.75 -5.23
H 1.53 -2.10 -5.69
H 1.14 -2.31 -3.40
*
```

Calculated total energy, eV: -76067.60900
Max |F|, eV/Å: 3.440
LUMO energy, eV: -2.46

(4)
Density functional theory data (ωB97M-V/def2-TZVPD) for C4H7NO in the gas phase at a distorted geometry.

```
! wB97M-V def2-TZVPD RIJCOSX def2/J DEFGRID3
* xyz 0 1
C 1.78 0.59 0.19
C 0.38 0.19 -0.08
C -0.34 -1.08 0.22
N -1.62 -0.80 -0.43
C -1.78 0.55 -0.03
O -0.57 1.12 -0.03
H 1.99 1.58 -0.24
H 2.00 0.63 1.27
H 2.47 -0.13 -0.26
H -1.34 -0.75 -1.44
H 0.11 -2.01 -0.11
H -0.55 -1.12 1.32
H -2.58 1.18 -0.40
*
```

Calculated total energy, eV: -7795.66213
Relative energy (zero: lowest compared OMol25 entry of this formula, charge and spin), kcal/mol: 91.8
Max |F|, eV/Å: 1.087
LUMO energy (spin up / spin down), eV: 0.99 / 0.83

(5)
Density functional theory data (ωB97M-V/def2-TZVPD) for a molecular structure, C4H5NO2 at a distorted geometry.

```
! wB97M-V def2-TZVPD RIJCOSX def2/J DEFGRID3
* xyz 0 1
O -2.65 0.93 -0.08
C -1.80 0.09 0.03
C -0.44 0.20 -0.62
C 0.60 0.98 0.20
N 1.75 0.46 0.20
C 1.31 -0.90 0.13
O 0.20 -1.06 -0.74
H -1.93 -0.82 0.65
H -0.54 0.70 -1.60
H 0.45 1.87 0.77
H 0.90 -1.06 1.16
H 2.15 -1.55 -0.01
*
```

Calculated total energy, eV: -9811.40323
Relative energy (zero: lowest compared OMol25 entry of this formula, charge and spin), kcal/mol: 67.1
Max |F|, eV/Å: 2.667
LUMO energy, eV: 0.08

(6)
Density functional theory data (ωB97M-V/def2-TZVPD) for CCl2F2 in the gas phase at a distorted geometry.

```
! wB97M-V def2-TZVPD RIJCOSX def2/J DEFGRID3
* xyz 0 1
C 0.07 0.13 -0.03
F -0.21 0.63 1.19
F 0.03 1.03 -0.98
Cl -1.45 -0.94 -0.14
Cl 1.56 -0.85 -0.04
*
```

Calculated total energy, eV: -31516.41115
Relative energy (zero: lowest compared OMol25 entry of this formula, charge and spin), kcal/mol: 7.9
Max |F|, eV/Å: 3.278
LUMO energy, eV: 0.45